{
  "formula": "C68H195N7O46",
  "method": "wB97M-V/def2-TZVPD",
  "charge": 0,
  "elements": ["C", "O", "C", "C", "N", "C", "C", "O", "C", "H", "H", "H", "H", "H", "H", "H", "H", "H", "H", "H", "H", "H", "H", "H", "C", "O", "C", "C", "N", "C", "C", "O", "C", "H", "H", "H", "H", "H", "H", "H", "H", "H", "H", "H", "H", "H", "H", "H", "C", "O", "C", "C", "N", "C", "C", "O", "C", "H", "H", "H", "H", "H", "H", "H", "H", "H", "H", "H", "H", "H", "H", "H", "C", "O", "C", "C", "N", "C", "C", "O", "C", "H", "H", "H", "H", "H", "H", "H", "H", "H", "H", "H", "H", "H", "H", "H", "C", "O", "C", "C", "N", "C", "C", "O", "C", "H", "H", "H", "H", "H", "H", "H", "H", "H", "H", "H", "H", "H", "H", "H", "C", "O", "C", "C", "N", "C", "C", "O", "C", "H", "H", "H", "H", "H", "H", "H", "H", "H", "H", "H", "H", "H", "H", "H", "C", "O", "C", "C", "N", "C", "C", "O", "C", "H", "H", "H", "H", "H", "H", "H", "H", "H", "H", "H", "H", "H", "H", "H", "O", "H", "H", "O", "H", "H", "O", "H", "H", "O", "H", "H", "O", "H", "H", "O", "H", "H", "C", "C", "O", "O", "H", "H", "H", "H", "H", "H", "C", "C", "O", "O", "H", "H", "H", "H", "H", "H", "C", "C", "O", "O", "H", "H", "H", "H", "H", "H", "C", "C", "O", "O", "H", "H", "H", "H", "H", "H", "C", "C", "O", "O", "H", "H", "H", "H", "H", "H", "C", "C", "O", "O", "H", "H", "H", "H", "H", "H", "C", "C", "O", "O", "H", "H", "H", "H", "H", "H", "C", "C", "O", "O", "H", "H", "H", "H", "H", "H", "C", "C", "O", "O", "H", "H", "H", "H", "H", "H", "C", "C", "O", "O", "H", "H", "H", "H", "H", "H", "C", "C", "O", "O", "H", "H", "H", "H", "H", "H", "C", "C", "O", "O", "H", "H", "H", "H", "H", "H", "C", "C", "O", "O", "H", "H", "H", "H", "H", "H"],
  "xyz": [[-0.434, -8.158, -4.896], [0.501, -8.629, -3.923], [1.850, -9.007, -4.406], [2.805, -9.285, -3.265], [2.570, -8.479, -2.057], [3.085, -7.065, -2.253], [2.981, -6.295, -0.937], [1.541, -6.011, -0.795], [1.272, -4.762, -0.260], [-0.179, -7.348, -5.579], [-1.420, -8.023, -4.452], [-0.775, -8.965, -5.544], [2.309, -8.158, -4.912], [1.834, -9.851, -5.095], [3.855, -9.330, -3.555], [2.717, -10.314, -2.916], [1.569, -8.366, -1.984], [2.477, -6.648, -3.056], [4.131, -7.091, -2.556], [3.551, -5.380, -1.095], [3.367, -6.793, -0.047], [0.186, -4.680, -0.286], [1.614, -4.013, -0.975], [1.576, -4.509, 0.756], [9.787, -0.567, -3.851], [8.771, -1.214, -2.971], [7.539, -0.550, -2.866], [6.609, -1.247, -1.868], [6.953, -1.140, -0.496], [6.492, -2.142, 0.432], [4.969, -2.381, 0.271], [4.458, -3.050, 1.387], [4.960, -4.303, 1.656], [9.677, -0.954, -4.864], [10.827, -0.833, -3.664], [9.706, 0.518, -3.786], [7.112, -0.506, -3.868], [7.626, 0.512, -2.636], [6.510, -2.281, -2.198], [5.633, -0.775, -1.978], [7.956, -1.055, -0.407], [6.712, -1.760, 1.428], [7.042, -3.063, 0.239], [4.700, -2.805, -0.696], [4.482, -1.408, 0.205], [4.139, -4.811, 2.161], [5.823, -4.257, 2.321], [5.141, -4.811, 0.708], [-2.213, 2.235, 3.096], [-2.721, 0.915, 2.779], [-2.134, -0.343, 3.120], [-0.647, -0.480, 2.654], [-0.555, -0.768, 1.191], [0.847, -0.630, 0.666], [1.005, -0.493, -0.846], [2.384, -0.207, -1.175], [2.707, 0.003, -2.592], [-2.979, 2.956, 3.380], [-1.808, 2.602, 2.152], [-1.363, 2.356, 3.768], [-2.790, -1.180, 2.881], [-2.212, -0.356, 4.207], [-0.034, -1.098, 3.309], [-0.155, 0.491, 2.716], [-1.186, -0.184, 0.661], [1.368, -1.511, 1.040], [1.427, 0.204, 1.061], [0.331, 0.297, -1.177], [0.848, -1.403, -1.425], [2.480, -0.935, -3.097], [3.734, 0.361, -2.665], [2.070, 0.762, -3.046], [-1.075, -0.407, -6.013], [-1.221, -1.338, -4.909], [-0.364, -2.489, -5.104], [-0.648, -3.390, -3.867], [-1.992, -4.032, -3.917], [-2.208, -5.096, -2.891], [-3.685, -5.585, -2.745], [-4.497, -4.525, -2.206], [-5.719, -5.011, -1.827], [-0.085, 0.044, -5.947], [-1.779, 0.411, -5.864], [-1.251, -0.770, -7.026], [0.694, -2.300, -5.284], [-0.668, -3.017, -6.008], [-0.558, -2.903, -2.896], [0.173, -4.105, -3.919], [-2.586, -3.321, -3.515], [-1.976, -4.713, -1.897], [-1.507, -5.898, -3.122], [-3.676, -6.471, -2.110], [-4.116, -5.967, -3.670], [-5.594, -5.629, -0.937], [-6.314, -5.472, -2.616], [-6.199, -4.100, -1.468], [0.480, 2.936, -0.237], [-0.164, 4.185, 0.044], [-0.348, 5.124, -1.001], [-1.021, 6.443, -0.609], [-2.493, 6.303, -0.534], [-2.910, 5.619, 0.688], [-4.367, 6.068, 1.001], [-5.194, 5.861, -0.200], [-6.539, 6.216, -0.119], [1.525, 3.123, -0.480], [0.129, 2.362, -1.095], [0.346, 2.304, 0.642], [-0.808, 4.764, -1.921], [0.659, 5.437, -1.276], [-0.722, 7.129, -1.401], [-0.704, 6.936, 0.310], [-2.912, 5.764, -1.278], [-2.292, 5.874, 1.549], [-2.808, 4.544, 0.543], [-4.365, 7.081, 1.403], [-4.788, 5.492, 1.826], [-7.079, 5.609, -0.846], [-6.800, 7.267, -0.248], [-7.096, 5.868, 0.752], [-2.718, 1.684, 6.701], [-3.730, 2.444, 6.197], [-5.024, 1.820, 6.329], [-5.385, 0.523, 5.542], [-5.317, 0.591, 4.081], [-6.382, 1.350, 3.448], [-7.790, 1.062, 3.938], [-8.293, -0.183, 3.549], [-9.273, -0.875, 4.371], [-2.919, 0.833, 7.351], [-1.922, 2.268, 7.163], [-2.282, 1.227, 5.812], [-5.787, 2.515, 5.977], [-5.167, 1.771, 7.409], [-6.371, 0.214, 5.891], [-4.693, -0.224, 5.929], [-4.414, 0.896, 3.744], [-6.413, 1.229, 2.365], [-6.158, 2.386, 3.702], [-8.506, 1.795, 3.566], [-7.827, 1.187, 5.020], [-10.172, -0.325, 4.651], [-8.803, -1.376, 5.217], [-9.744, -1.730, 3.886], [6.782, 3.566, -10.775], [5.743, 3.865, -9.886], [5.685, 5.303, -9.635], [4.375, 5.776, -8.878], [4.179, 4.920, -7.683], [5.087, 5.212, -6.576], [4.627, 4.467, -5.262], [4.777, 3.048, -5.435], [4.509, 2.292, -4.160], [7.168, 2.594, -10.471], [7.590, 4.292, -10.682], [6.449, 3.397, -11.799], [5.687, 5.755, -10.627], [6.563, 5.633, -9.080], [3.478, 5.523, -9.444], [4.321, 6.813, -8.547], [3.273, 5.127, -7.287], [5.028, 6.278, -6.353], [6.121, 4.927, -6.770], [3.636, 4.755, -4.911], [5.262, 4.702, -4.408], [3.740, 2.768, -3.552], [5.354, 2.400, -3.481], [4.227, 1.281, -4.455], [-8.236, 4.116, 2.385], [-7.614, 4.682, 2.841], [-9.041, 4.632, 2.340], [0.698, -3.617, 2.900], [-0.059, -3.320, 2.394], [0.437, -4.472, 3.242], [2.807, -1.983, 3.184], [2.129, -2.646, 3.317], [3.122, -2.139, 2.293], [0.287, 0.543, 5.868], [0.118, 1.471, 6.027], [0.961, 0.534, 5.189], [5.748, -2.299, 4.080], [4.913, -2.452, 3.638], [6.055, -3.172, 4.323], [6.130, -0.518, -6.626], [5.913, 0.310, -7.056], [7.069, -0.627, -6.778], [-7.248, -3.136, 2.667], [-5.811, -3.112, 3.311], [-5.938, -2.164, 4.352], [-7.536, -2.031, 1.886], [-8.097, -3.404, 3.297], [-7.186, -3.957, 1.953], [-5.016, -2.855, 2.611], [-5.532, -4.091, 3.699], [-5.879, -1.272, 4.002], [-7.725, -1.335, 2.519], [-4.717, -2.057, -4.013], [-4.434, -1.292, -2.653], [-3.000, -1.409, -2.301], [-4.049, -1.612, -5.241], [-5.775, -1.918, -4.231], [-4.498, -3.124, -4.059], [-4.915, -1.784, -1.808], [-4.684, -0.238, -2.782], [-2.983, -0.956, -1.455], [-3.091, -1.629, -5.185], [5.220, -3.476, -6.005], [4.595, -4.827, -5.340], [4.475, -5.793, -6.293], [5.311, -2.478, -5.023], [4.621, -3.010, -6.787], [6.228, -3.684, -6.363], [3.721, -4.621, -4.721], [5.226, -5.326, -4.605], [5.329, -6.232, -6.328], [5.768, -1.742, -5.436], [-0.462, 5.345, 3.837], [-0.819, 4.758, 5.193], [0.225, 3.974, 5.744], [0.671, 6.198, 3.829], [-1.339, 5.916, 3.532], [-0.227, 4.492, 3.199], [-1.674, 4.102, 5.031], [-1.181, 5.481, 5.923], [0.734, 4.601, 6.262], [0.565, 6.931, 4.440], [-5.747, 6.604, 4.495], [-5.361, 5.148, 4.942], [-4.329, 5.200, 5.971], [-6.911, 6.486, 3.721], [-4.964, 7.105, 3.925], [-5.909, 7.219, 5.380], [-4.954, 4.690, 4.040], [-6.132, 4.455, 5.278], [-4.018, 4.322, 6.205], [-7.325, 7.351, 3.678], [0.494, 4.597, -5.666], [0.338, 3.098, -5.857], [-0.062, 2.797, -7.166], [1.196, 5.311, -6.723], [0.986, 4.770, -4.709], [-0.505, 5.033, -5.680], [-0.380, 2.793, -5.096], [1.226, 2.495, -5.670], [0.744, 2.725, -7.681], [1.061, 4.837, -7.547], [-2.567, -3.733, 0.828], [-2.559, -5.336, 0.725], [-2.760, -5.939, 2.000], [-1.568, -3.280, 1.606], [-3.551, -3.431, 1.187], [-2.622, -3.274, -0.160], [-1.547, -5.627, 0.442], [-3.252, -5.700, -0.033], [-1.983, -5.843, 2.555], [-1.289, -2.415, 1.297], [3.422, 1.285, 4.125], [3.196, 2.683, 4.728], [2.400, 3.470, 3.931], [2.153, 0.572, 4.107], [4.075, 0.746, 4.811], [3.715, 1.263, 3.075], [4.170, 3.168, 4.660], [2.866, 2.595, 5.763], [1.618, 3.803, 4.377], [2.212, -0.333, 3.793], [-3.191, 1.570, -0.777], [-4.570, 2.170, -0.621], [-4.763, 2.640, 0.731], [-3.140, 0.364, -0.159], [-2.527, 2.195, -0.180], [-2.802, 1.536, -1.794], [-5.272, 1.368, -0.848], [-4.730, 2.933, -1.383], [-5.665, 2.964, 0.685], [-3.496, 0.492, 0.723], [-4.674, -4.527, 6.518], [-3.524, -5.128, 5.676], [-2.502, -5.649, 6.535], [-4.530, -3.075, 6.812], [-4.719, -5.117, 7.433], [-5.656, -4.665, 6.065], [-3.018, -4.409, 5.033], [-3.962, -5.768, 4.909], [-2.180, -4.888, 7.024], [-4.557, -2.658, 5.948], [5.575, 1.607, 0.679], [5.886, 2.601, -0.491], [4.765, 3.448, -0.855], [6.669, 0.929, 1.227], [4.930, 0.858, 0.219], [5.055, 2.216, 1.419], [6.336, 2.016, -1.292], [6.649, 3.228, -0.029], [4.344, 3.655, -0.017], [6.831, 0.103, 0.766], [1.206, -3.057, 7.602], [-0.288, -3.107, 7.044], [-1.196, -3.741, 7.888], [1.905, -4.248, 7.634], [1.324, -2.511, 8.538], [1.835, -2.437, 6.963], [-0.374, -3.509, 6.035], [-0.693, -2.099, 6.959], [-1.807, -3.139, 8.318], [2.596, -4.136, 8.291], [3.827, 6.962, 2.487], [3.574, 5.841, 1.462], [4.052, 4.532, 1.768], [3.398, 6.536, 3.768], [3.351, 7.880, 2.142], [4.910, 7.064, 2.561], [3.902, 6.204, 0.489], [2.502, 5.754, 1.281], [3.618, 4.248, 2.576], [2.448, 6.416, 3.695]]
}

{
  "formula": "C68H57NO18S2",
  "method": "wB97M-V/def2-TZVPD",
  "charge": 0,
  "smiles": "COC[C@H](CCCSC(=S)N(c1ccccc1)c1ccccc1)OC.O=C1C=CC(=O)C=C1.O=C1C=CC(=O)C=C1.O=C1C=CC(=O)C=C1.O=C1C=CC(=O)C=C1.O=C1C=CC(=O)C=C1.O=C1C=CC(=O)C=C1.O=C1C=CC(=O)C=C1.O=C1C=CC(=O)C=C1",
  "elements": ["C", "O", "C", "C", "C", "C", "C", "S", "C", "S", "N", "C", "C", "C", "C", "C", "C", "C", "C", "C", "C", "C", "C", "O", "C", "H", "H", "H", "H", "H", "H", "H", "H", "H", "H", "H", "H", "H", "H", "H", "H", "H", "H", "H", "H", "H", "H", "H", "H", "H", "O", "C", "C", "C", "C", "O", "C", "C", "H", "H", "H", "H", "O", "C", "C", "C", "C", "O", "C", "C", "H", "H", "H", "H", "O", "C", "C", "C", "C", "O", "C", "C", "H", "H", "H", "H", "O", "C", "C", "C", "C", "O", "C", "C", "H", "H", "H", "H", "O", "C", "C", "C", "C", "O", "C", "C", "H", "H", "H", "H", "O", "C", "C", "C", "C", "O", "C", "C", "H", "H", "H", "H", "O", "C", "C", "C", "C", "O", "C", "C", "H", "H", "H", "H", "O", "C", "C", "C", "C", "O", "C", "C", "H", "H", "H", "H"],
  "xyz": [[8.351, -3.320, 1.017], [8.399, -1.887, 0.877], [8.107, -1.555, -0.498], [8.470, -0.057, -0.820], [7.569, 1.014, -0.090], [6.070, 0.586, 0.152], [5.088, 1.811, -0.205], [3.918, 1.380, -1.571], [2.199, 1.284, -0.889], [1.177, 2.483, -1.413], [1.766, 0.282, 0.049], [2.799, -0.704, 0.375], [3.295, -0.673, 1.762], [4.299, -1.628, 2.230], [4.792, -2.629, 1.273], [4.343, -2.689, -0.108], [3.330, -1.715, -0.536], [0.603, -0.480, -0.414], [-0.167, -1.180, 0.633], [-1.331, -1.999, 0.346], [-1.778, -2.158, -1.041], [-1.022, -1.461, -2.084], [0.165, -0.641, -1.792], [8.552, 0.104, -2.239], [7.261, 0.126, -2.861], [9.348, -3.798, 0.801], [7.572, -3.726, 0.319], [8.022, -3.592, 2.061], [7.073, -1.862, -0.812], [8.814, -2.188, -1.121], [9.519, 0.090, -0.429], [7.670, 1.971, -0.673], [8.019, 1.217, 0.925], [5.853, 0.351, 1.230], [5.717, -0.267, -0.475], [5.692, 2.737, -0.427], [4.451, 2.091, 0.682], [2.924, 0.066, 2.515], [4.687, -1.654, 3.277], [5.546, -3.359, 1.660], [4.678, -3.436, -0.860], [2.922, -1.698, -1.581], [0.176, -1.095, 1.693], [-1.834, -2.494, 1.206], [-2.667, -2.791, -1.230], [-1.392, -1.620, -3.128], [0.705, -0.137, -2.621], [6.588, -0.725, -2.583], [7.446, 0.026, -3.971], [6.739, 1.105, -2.697], [-1.978, 7.054, 1.915], [-1.321, 6.110, 2.308], [-1.013, 5.934, 3.746], [-0.291, 4.901, 4.176], [0.232, 3.884, 3.235], [0.890, 2.940, 3.629], [-0.076, 4.060, 1.798], [-0.798, 5.093, 1.368], [-1.402, 6.686, 4.420], [-0.055, 4.757, 5.223], [0.314, 3.307, 1.124], [-1.034, 5.237, 0.321], [-9.102, -1.680, -0.045], [-8.049, -1.857, -0.629], [-7.817, -3.067, -1.447], [-6.664, -3.258, -2.083], [-5.567, -2.271, -2.002], [-4.514, -2.445, -2.585], [-5.798, -1.058, -1.183], [-6.951, -0.866, -0.546], [-8.630, -3.780, -1.497], [-6.477, -4.137, -2.686], [-4.983, -0.346, -1.133], [-7.139, 0.014, 0.057], [4.930, 10.280, 3.907], [3.872, 9.823, 4.289], [2.878, 10.669, 4.989], [1.718, 10.167, 5.410], [1.374, 8.743, 5.196], [0.316, 8.285, 5.579], [2.368, 7.897, 4.497], [3.527, 8.399, 4.075], [3.145, 11.707, 5.136], [0.980, 10.769, 5.923], [2.100, 6.858, 4.349], [4.266, 7.796, 3.562], [6.548, 2.277, 3.159], [7.516, 2.139, 3.879], [8.058, 3.269, 4.667], [9.121, 3.114, 5.454], [9.805, 1.805, 5.576], [10.772, 1.665, 6.295], [9.262, 0.675, 4.788], [8.199, 0.830, 4.000], [7.546, 4.218, 4.567], [9.532, 3.929, 6.037], [9.774, -0.274, 4.888], [7.788, 0.014, 3.417], [-13.726, -2.962, -5.637], [-12.537, -3.043, -5.409], [-11.819, -1.972, -4.680], [-10.513, -2.061, -4.433], [-9.725, -3.234, -4.873], [-8.535, -3.315, -4.644], [-10.442, -4.305, -5.602], [-11.748, -4.217, -5.849], [-12.411, -1.122, -4.365], [-9.972, -1.287, -3.902], [-9.850, -5.155, -5.917], [-12.289, -4.990, -6.380], [6.849, 3.177, -2.848], [7.088, 3.632, -3.949], [6.004, 4.127, -4.827], [6.267, 4.624, -6.034], [7.654, 4.703, -6.549], [7.893, 5.157, -7.649], [8.737, 4.206, -5.670], [8.474, 3.709, -4.462], [4.997, 4.063, -4.434], [5.488, 4.991, -6.690], [9.745, 4.270, -6.061], [9.253, 3.342, -3.805], [-7.002, -5.193, 0.651], [-6.604, -6.275, 0.272], [-7.106, -7.531, 0.875], [-6.669, -8.719, 0.461], [-5.664, -8.836, -0.620], [-5.268, -9.919, -0.997], [-5.161, -7.580, -1.223], [-5.598, -6.392, -0.809], [-7.842, -7.428, 1.663], [-7.025, -9.647, 0.891], [-4.426, -7.683, -2.011], [-5.242, -5.465, -1.239], [-14.709, -3.907, 2.079], [-13.657, -4.080, 1.497], [-13.423, -5.292, 0.677], [-12.270, -5.483, 0.041], [-11.172, -4.492, 0.124], [-10.119, -4.668, -0.459], [-11.404, -3.281, 0.943], [-12.560, -3.090, 1.580], [-14.237, -6.005, 0.627], [-12.081, -6.363, -0.562], [-10.591, -2.568, 0.993], [-12.749, -2.211, 2.182]]
}

| no. | HOMO (Ha) | Kohn-Sham gap (Eh) |
| --- | --- | --- |
| 1 | -0.319 | 0.320 |
| 2 | -0.293 | 0.231 |